No. 1
Formula: C30H52BrMgN3P2S
Source: the Open Molecules 2025 dataset
Level of theory: ωB97M-V/def2-TZVPD

XYZ file:
```
90
Properties=species:S:1:pos:R:3:forces:R:3
N -6.080 4.469 -4.753 -0.4 0.6 -0.1
C -5.853 4.913 -3.529 0.1 -0.2 0.3
C -5.084 4.194 -2.620 -0.3 0.5 0.2
C -4.491 2.989 -3.011 -1.1 -0.4 -0.1
C -4.704 2.565 -4.342 -0.2 0.1 0.1
C -5.524 3.339 -5.155 0.3 -0.6 0.0
C -3.576 2.368 -2.106 0.6 0.1 -0.3
Mg -1.880 0.548 -0.611 0.8 0.1 1.2
P 4.721 -0.558 -0.199 1.8 -0.1 0.0
C -2.681 1.355 -2.486 -1.0 -0.9 0.3
C -1.223 1.639 -2.611 0.4 0.3 0.6
C -0.468 1.232 -3.720 -0.7 0.0 0.4
C 0.853 1.652 -3.851 0.6 -0.2 0.4
C 1.560 2.282 -2.796 -2.2 -0.3 0.2
C 0.806 2.545 -1.621 0.6 0.7 0.0
C -0.586 2.380 -1.592 0.4 -0.2 0.1
Br 3.296 2.937 -2.997 -0.1 -0.1 -0.1
H -3.511 2.842 -1.119 0.6 0.7 -0.6
H -3.107 0.437 -2.937 0.4 1.2 -1.2
H -4.932 4.634 -1.641 0.1 -0.3 0.1
H -4.251 1.667 -4.741 0.0 0.0 0.1
H -6.318 5.854 -3.239 0.1 -0.1 -0.1
H -5.752 3.048 -6.179 0.2 -0.1 0.2
H -0.991 0.634 -4.484 0.6 0.5 0.2
H -1.211 2.918 -0.832 0.8 -0.6 -0.3
H 1.349 1.426 -4.782 0.2 0.0 -0.1
H 1.311 2.969 -0.740 -0.3 0.0 -0.6
P -1.019 -1.708 -0.681 -0.5 -1.9 -0.4
C 4.940 1.292 -0.101 -0.4 -0.1 0.2
C 6.247 1.747 -0.785 -0.2 0.1 0.2
H 4.947 1.581 0.967 0.0 -0.1 -0.4
H 4.068 1.770 -0.588 0.3 0.0 0.4
H 6.409 2.818 -0.601 0.0 -0.2 -0.1
H 7.121 1.207 -0.395 -0.3 0.1 -0.1
H 6.203 1.592 -1.872 0.0 0.0 0.2
C 3.927 -0.739 -1.842 -0.2 0.1 0.1
C 4.641 -1.811 -2.663 -0.1 0.0 -0.5
H 3.970 0.238 -2.340 0.0 -0.3 0.0
H 2.869 -0.973 -1.689 -0.1 -0.1 -0.2
H 4.181 -1.883 -3.653 0.1 -0.1 0.0
H 5.703 -1.569 -2.811 -0.3 0.0 0.1
H 4.593 -2.802 -2.201 0.0 0.2 0.1
C 3.510 -1.044 1.097 -0.3 0.4 -0.1
C 4.232 -1.705 2.297 -0.2 0.2 0.0
H 2.767 -1.724 0.636 0.3 0.2 0.2
H 2.998 -0.111 1.389 -0.2 -0.4 0.2
H 3.558 -2.413 2.792 0.2 0.2 0.1
H 5.144 -2.248 2.003 -0.4 0.2 -0.1
H 4.533 -0.935 3.024 -0.1 -0.3 -0.2
C -0.965 -2.922 0.705 0.1 0.4 0.7
C -1.748 -4.218 0.474 -0.1 -0.1 -0.1
H -1.288 -2.384 1.607 0.0 -0.3 -0.1
H 0.102 -3.150 0.843 -0.2 0.1 0.0
H -2.833 -4.079 0.547 0.3 0.0 0.1
H -1.550 -4.651 -0.514 0.0 0.0 0.2
H -1.449 -4.974 1.210 -0.1 0.2 -0.1
C 0.046 -2.637 -1.836 0.8 0.1 -0.1
C -0.166 -2.396 -3.319 0.0 0.0 -0.4
H -0.066 -3.713 -1.609 -0.1 0.5 0.0
H 1.073 -2.366 -1.540 -0.2 -0.2 -0.2
H -1.174 -2.678 -3.638 0.1 -0.1 0.0
H -0.032 -1.347 -3.592 0.2 -0.1 0.1
H 0.553 -3.000 -3.894 -0.3 0.3 0.1
C -2.707 -2.056 -1.383 0.4 -0.1 -0.4
C -3.846 -1.649 -0.454 -0.3 0.1 0.4
H -2.730 -3.127 -1.617 -0.1 0.3 0.0
H -2.805 -1.520 -2.337 0.1 -0.3 0.0
H -4.372 -0.754 -0.826 -0.1 -0.3 0.1
H -4.565 -2.480 -0.407 0.0 0.5 0.1
H -3.532 -1.431 0.586 -0.1 -0.2 -0.3
C -0.800 -2.410 6.585 0.0 0.3 0.2
C -0.120 -1.653 5.467 0.1 -0.1 -0.4
N -1.103 -1.011 4.561 0.0 0.2 -0.9
C -0.816 0.045 3.772 0.6 0.3 0.7
S -1.664 0.302 2.300 -0.2 0.0 -0.2
N 0.126 0.938 4.239 -0.9 -0.3 -0.3
C -0.040 1.536 5.597 0.0 0.2 0.2
C 1.193 2.349 5.974 0.1 -0.2 0.1
H -1.462 -1.734 7.137 0.1 -0.2 0.0
H -0.037 -2.793 7.270 -0.2 0.0 -0.1
H -1.379 -3.256 6.203 0.0 0.1 0.1
H 0.556 -0.880 5.817 0.0 -0.2 0.1
H 0.483 -2.338 4.861 0.0 0.0 0.0
H -1.825 -1.633 4.190 0.3 0.4 0.2
H 0.360 1.653 3.555 -0.2 -0.3 0.1
H -0.934 2.180 5.598 0.2 -0.2 -0.1
H -0.219 0.753 6.338 0.0 0.1 -0.2
H 1.298 3.237 5.339 0.0 -0.1 0.2
H 1.122 2.654 7.031 0.0 0.0 -0.5
H 2.098 1.737 5.868 -0.2 0.1 0.0
```
Forces are in eV/Å.

- M (g/mol) = 652.99
- total charge = +2
- energy relative to the best compared isomer or geometry (same formula, charge and spin) (eV) = 0.000

No. 2
Formula: C14H40BO11P3SSi
Source: the Open Molecules 2025 dataset
Level of theory: ωB97M-V/def2-TZVPD

XYZ file:
```
71
Properties=species:S:1:pos:R:3:forces:R:3
C -5.025 -2.306 4.395 0.7 -0.4 0.4
C -4.111 -3.538 4.796 0.0 1.2 0.2
B -3.124 -3.004 5.919 -0.7 -0.6 -0.2
O -3.565 -2.516 7.126 0.4 -0.5 -0.5
Si -1.169 -2.998 5.534 0.0 0.0 0.5
P -0.833 -1.277 4.127 1.3 0.6 -0.8
O 0.467 -0.438 4.713 -1.3 -0.6 0.3
O -2.091 -0.263 4.273 0.4 -0.3 0.2
S -0.425 -1.818 2.322 -0.5 0.0 0.0
H -4.841 -1.460 5.070 -0.2 -0.1 -0.1
H -6.084 -2.553 4.471 0.1 0.1 -0.3
H -4.719 -1.978 3.399 -0.5 0.0 0.0
H -4.701 -4.394 5.140 0.0 0.1 0.0
H -3.539 -3.835 3.909 -0.2 -0.2 0.2
H -2.783 -2.418 7.684 -0.3 0.4 0.2
H -0.455 -2.639 6.792 0.3 0.0 -0.1
H -0.665 -4.245 4.948 0.2 0.0 -0.1
H 0.768 -0.947 5.481 0.3 0.4 0.0
H -2.603 -0.218 3.452 0.2 0.0 0.0
O -1.332 -2.971 -4.096 2.2 2.5 -1.3
P -2.001 -1.721 -3.621 -5.7 -2.8 3.6
O -2.022 -1.914 -1.996 0.4 0.4 -0.6
C -0.784 -1.944 -1.292 0.3 0.0 0.3
C -0.101 -0.589 -1.295 0.0 0.0 -0.2
O -3.562 -2.071 -3.967 0.3 0.6 -0.4
C -3.905 -3.158 -4.821 0.0 -0.4 0.0
C -4.133 -4.430 -4.027 -0.1 0.0 0.2
O -2.453 -0.112 -3.524 2.8 -0.6 -1.6
C -1.698 0.857 -4.266 0.1 0.4 -0.1
C -1.499 0.464 -5.716 0.0 -0.2 0.0
H -0.127 -2.710 -1.714 -0.1 0.0 -0.1
H -1.010 -2.233 -0.266 -0.2 0.0 -0.1
H 0.285 -0.353 -2.292 0.1 0.0 0.0
H 0.740 -0.576 -0.603 0.0 0.0 0.0
H -0.802 0.199 -1.015 0.0 0.0 0.1
H -3.144 -3.302 -5.589 0.1 0.0 0.1
H -4.826 -2.884 -5.340 0.0 0.2 0.1
H -3.315 -4.629 -3.335 0.1 0.0 -0.2
H -4.245 -5.286 -4.696 0.0 0.0 0.0
H -5.040 -4.341 -3.427 0.0 0.0 0.0
H -0.733 1.021 -3.778 0.0 0.0 0.0
H -2.251 1.795 -4.212 -0.1 -0.1 0.1
H -0.880 -0.437 -5.801 0.0 0.1 0.0
H -1.000 1.263 -6.265 0.0 0.0 0.0
H -2.456 0.249 -6.194 0.0 0.1 0.0
O 3.245 2.159 -1.161 -1.0 3.2 -1.0
P 3.853 3.013 -0.094 3.3 -5.2 4.1
O 5.453 2.681 -0.235 -0.5 0.6 -0.2
C 6.132 3.056 -1.426 0.2 0.1 -0.2
C 6.265 4.563 -1.558 -0.2 0.1 0.0
O 3.499 2.133 1.234 -0.3 0.7 -0.1
C 2.541 1.076 1.190 0.0 -0.5 -0.1
C 3.203 -0.253 0.882 0.2 -0.1 0.1
O 4.127 4.315 0.922 -1.6 0.7 -2.7
C 3.477 5.560 0.630 -0.1 0.5 0.1
C 1.990 5.404 0.382 0.0 -0.2 0.0
H 5.623 2.634 -2.298 0.0 0.0 0.0
H 7.124 2.606 -1.375 -0.1 -0.1 0.1
H 5.293 5.018 -1.778 0.0 0.0 0.0
H 6.944 4.823 -2.370 0.0 0.0 0.0
H 6.634 5.003 -0.631 0.1 -0.1 0.0
H 1.752 1.301 0.472 0.1 0.0 -0.1
H 2.066 1.024 2.171 0.1 0.1 0.1
H 3.863 -0.196 0.015 -0.2 0.1 -0.1
H 2.452 -1.023 0.701 0.0 0.0 0.1
H 3.822 -0.568 1.724 -0.1 0.0 0.0
H 3.961 6.034 -0.229 0.0 0.0 0.0
H 3.640 6.210 1.491 0.1 -0.2 0.1
H 1.799 4.817 -0.525 0.0 0.1 0.0
H 1.519 6.379 0.251 0.0 0.0 0.0
H 1.511 4.886 1.213 0.0 0.1 0.0
```
Forces are in eV/Å.

- M (g/mol) = 548.35
- SMILES = CCB(O)[SiH2]P(O)(O)=S.CCOP(=O)(OCC)OCC.CCOP(=O)(OCC)OCC

No. 3
Formula: C36H105N9O12
Source: the Open Molecules 2025 dataset
Level of theory: ωB97M-V/def2-TZVPD

XYZ file:
```
162
Properties=species:S:1:pos:R:3:forces:R:3
C -7.636 0.245 1.291 1.6 -2.2 0.5
C -6.290 0.768 1.888 -2.5 -0.6 -0.6
C -5.133 -0.091 1.600 1.5 0.1 -0.8
O -4.983 -0.203 0.183 0.2 0.4 0.5
C -3.876 -0.935 -0.279 0.7 -0.8 1.5
N -6.124 2.131 1.512 -0.5 1.1 0.4
H -7.922 -0.791 1.587 0.6 0.6 0.5
H -7.602 0.105 0.239 0.4 0.4 -1.2
H -8.450 0.835 1.525 -1.5 1.5 0.6
H -6.386 0.733 2.953 -0.2 0.1 1.0
H -5.186 -1.062 2.099 -0.1 -0.3 -0.2
H -4.315 0.489 2.069 0.4 -0.5 -0.4
H -4.016 -1.088 -1.314 -0.3 -0.3 -1.2
H -3.860 -1.928 0.233 0.1 0.4 -0.4
H -2.839 -0.526 -0.170 -1.0 0.3 0.3
H -6.238 2.320 0.544 -0.2 -0.2 -0.9
H -5.237 2.509 1.763 0.8 0.1 0.4
C 5.902 -3.506 -3.933 -1.7 -1.8 -0.3
C 5.456 -2.130 -3.583 1.9 1.5 1.5
C 4.250 -1.764 -4.353 -2.0 1.2 1.2
O 3.221 -2.617 -3.898 0.2 0.3 1.2
C 2.529 -3.416 -4.806 -0.1 0.1 0.3
N 5.343 -1.884 -2.100 -1.4 -0.5 -1.5
H 6.176 -3.560 -4.986 0.3 -0.2 0.0
H 5.018 -4.209 -3.795 0.9 0.7 -0.2
H 6.658 -3.925 -3.292 0.6 0.2 0.1
H 6.222 -1.417 -3.879 0.3 0.1 -0.3
H 4.409 -1.937 -5.394 0.3 0.1 -1.0
H 3.899 -0.680 -4.178 0.8 -1.4 -0.3
H 2.546 -4.467 -4.484 -0.1 0.3 -0.1
H 3.052 -3.299 -5.738 -0.3 -0.3 -1.0
H 1.509 -3.033 -4.814 -0.2 -0.3 -0.5
H 6.241 -2.009 -1.697 1.1 0.1 0.3
H 4.823 -2.682 -1.754 -0.5 0.0 0.4
C -2.177 6.301 -3.241 -0.5 0.5 0.0
C -1.273 5.082 -3.030 -0.1 1.0 -1.0
C -2.074 3.819 -2.926 -0.9 0.0 -0.5
O -2.812 3.994 -1.746 -0.5 -0.5 0.8
C -3.318 2.743 -1.320 0.3 -0.5 -0.7
N -0.195 5.068 -4.020 -0.7 1.2 0.2
H -1.559 7.222 -3.411 -0.5 -0.8 0.1
H -2.828 6.473 -2.339 0.7 -0.2 -0.9
H -2.854 6.137 -4.109 0.4 0.2 0.4
H -0.929 5.246 -2.022 1.0 -0.1 0.5
H -1.444 2.912 -2.820 0.0 0.3 -0.3
H -2.808 3.703 -3.785 0.9 -0.1 0.6
H -3.878 2.834 -0.386 0.1 0.0 -0.3
H -2.467 2.047 -1.217 -0.2 0.0 0.5
H -3.903 2.296 -2.141 -0.4 0.1 0.4
H -0.427 5.465 -4.932 -0.1 -0.3 0.6
H 0.251 4.192 -4.107 0.5 -1.1 -0.2
C 2.187 2.137 4.394 -0.9 -1.0 1.3
C 1.163 1.077 3.919 -0.2 -0.6 0.9
C 0.972 0.137 5.108 1.3 -0.9 0.2
O 0.258 -1.029 4.707 -0.6 1.5 0.0
C -0.265 -1.682 5.838 0.7 -0.2 0.0
N -0.134 1.725 3.526 0.9 -0.4 1.1
H 1.603 2.957 4.856 0.5 -0.2 -0.3
H 2.799 2.470 3.604 0.6 0.7 -0.9
H 2.853 1.700 5.195 -0.6 0.5 -0.9
H 1.519 0.371 3.160 0.2 0.8 -0.5
H 0.498 0.625 5.959 -0.5 0.2 0.0
H 1.977 -0.195 5.526 -0.9 0.3 -0.6
H 0.599 -2.044 6.357 0.6 -0.2 1.1
H -0.665 -2.587 5.426 -1.2 -0.4 0.2
H -0.879 -1.061 6.548 0.2 -0.6 -1.1
H -0.414 2.074 4.466 -0.5 0.0 -1.1
H -0.801 0.992 3.254 0.3 0.3 0.3
C 3.971 -1.467 3.855 -0.1 1.1 -0.1
C 3.143 -2.109 2.768 0.9 -1.7 0.2
C 3.649 -1.674 1.396 -1.9 0.4 0.2
O 3.513 -0.258 1.328 0.5 0.3 -1.6
C 4.210 0.383 0.208 -1.9 0.5 -0.3
N 3.319 -3.593 2.952 -0.7 1.3 0.3
H 5.009 -1.379 3.489 -0.1 -0.7 0.6
H 3.843 -1.909 4.866 0.3 0.1 -0.7
H 3.705 -0.426 3.887 -0.3 0.6 0.4
H 2.071 -1.902 2.786 0.0 0.3 0.4
H 3.119 -2.246 0.611 -0.2 0.6 0.0
H 4.651 -1.894 1.289 2.6 -0.8 0.0
H 5.293 0.356 0.230 0.3 0.0 0.7
H 3.791 1.421 0.234 0.8 -0.7 0.1
H 3.986 0.008 -0.823 -0.3 -0.4 1.0
H 4.017 -3.809 3.690 -0.5 0.0 -1.5
H 3.380 -3.997 2.026 0.7 -0.9 0.3
C -2.449 -4.270 -1.662 -0.9 0.7 -0.2
C -2.116 -4.906 -0.366 0.9 -0.1 1.4
C -2.105 -6.425 -0.617 0.3 0.9 0.9
O -3.417 -6.949 -0.491 1.3 1.1 -0.9
C -3.597 -7.890 -1.500 -2.8 -1.8 1.1
N -0.717 -4.464 0.002 -1.1 -0.8 0.2
H -3.321 -4.678 -2.148 -0.2 -0.6 -0.2
H -1.591 -4.306 -2.300 0.5 -0.3 -0.6
H -2.704 -3.245 -1.560 0.0 1.2 0.3
H -2.799 -4.641 0.491 0.3 -0.4 -1.0
H -1.458 -6.920 0.099 0.3 -0.2 0.2
H -1.681 -6.554 -1.630 -0.2 -0.2 0.3
H -3.382 -7.606 -2.525 0.1 0.6 -0.1
H -4.717 -8.088 -1.379 1.5 -0.3 -0.7
H -3.026 -8.808 -1.253 -0.3 0.2 -0.3
H -0.611 -3.460 0.011 -0.3 0.5 -0.3
H -0.541 -4.716 0.971 0.3 -0.2 0.0
C 1.366 3.099 -0.436 0.1 -0.8 0.9
C 2.529 3.639 -1.252 0.5 -1.4 0.3
C 2.943 2.695 -2.404 0.3 0.5 0.0
O 1.934 2.761 -3.390 0.0 0.3 -0.8
C 2.352 2.221 -4.640 0.1 -1.2 1.3
N 2.231 4.965 -1.737 -0.9 -0.1 -1.0
H 1.612 2.106 0.016 -0.5 0.5 -0.6
H 0.437 3.103 -1.024 0.2 -0.4 0.1
H 1.174 3.720 0.446 0.1 0.2 -0.2
H 3.431 3.649 -0.629 -0.1 0.3 0.2
H 3.061 1.621 -2.109 0.1 0.9 0.2
H 3.928 3.080 -2.808 -0.9 -0.4 0.2
H 1.911 1.211 -4.742 0.4 0.2 -0.1
H 3.442 2.181 -4.656 0.0 -0.2 -0.2
H 2.033 2.794 -5.473 -0.5 0.9 -0.6
H 1.461 4.809 -2.423 0.9 0.6 0.2
H 1.726 5.399 -0.976 0.2 0.5 0.2
C -3.974 4.626 3.477 0.1 0.6 -1.2
C -3.322 4.665 2.115 1.4 -0.1 -1.1
C -2.303 5.818 1.936 -0.3 -0.9 0.0
O -1.275 5.630 2.901 -1.4 -0.1 -0.2
C -0.254 6.525 2.704 0.9 0.0 -0.5
N -2.655 3.388 1.826 -0.4 -0.8 2.9
H -4.851 3.982 3.468 -0.1 0.1 0.2
H -4.209 5.678 3.691 -0.1 -0.5 0.6
H -3.190 4.208 4.084 0.0 0.1 1.0
H -3.994 4.802 1.285 -0.9 0.2 -0.2
H -2.779 6.832 1.988 0.4 -0.6 0.0
H -1.880 5.617 0.922 -0.1 0.6 0.4
H -0.426 7.501 3.101 -0.6 1.0 0.2
H 0.000 6.591 1.648 0.1 0.2 -0.3
H 0.605 6.170 3.213 1.0 -0.5 0.5
H -2.239 3.343 0.934 0.8 0.1 -0.9
H -1.981 3.120 2.595 -0.8 0.6 -1.6
C -0.442 -0.543 -2.725 -0.9 -1.0 -1.0
C 0.662 -0.704 -1.732 1.4 0.2 1.7
C 0.205 -0.357 -0.305 0.8 2.1 -0.5
O -0.754 -1.213 0.127 -1.5 -2.6 2.1
C -0.850 -1.315 1.580 -1.6 0.2 -0.7
N 1.396 -1.962 -1.605 -0.4 -1.3 -0.6
H -0.051 -0.785 -3.732 -0.3 0.1 0.3
H -0.697 0.504 -2.716 -0.3 0.5 -0.2
H -1.394 -1.129 -2.554 1.1 0.4 0.0
H 1.393 0.097 -1.997 -0.2 -0.5 0.2
H -0.248 0.632 -0.322 0.0 0.7 -0.1
H 1.013 -0.284 0.439 0.4 -0.2 -0.6
H -1.563 -0.524 1.997 0.8 -0.9 -0.6
H 0.121 -1.184 2.024 0.5 0.1 0.2
H -1.249 -2.328 1.851 0.3 0.9 -0.4
H 0.863 -2.807 -1.864 0.0 0.8 0.4
H 2.216 -2.060 -2.192 0.0 0.5 -0.2
O 0.438 -4.110 3.142 -0.3 0.4 0.1
H 1.408 -4.079 3.225 0.4 -0.2 -0.1
H 0.186 -3.203 3.377 0.0 -0.3 -0.1
O 3.646 -5.328 0.391 -1.9 0.4 -0.6
H 4.547 -5.428 0.127 0.7 -0.1 -0.6
H 3.046 -5.189 -0.410 1.0 -0.1 1.1
O 1.349 -5.109 -1.522 -0.7 0.3 0.1
H 0.451 -4.842 -1.066 1.2 -0.2 0.1
H 1.298 -6.061 -1.450 0.1 -0.5 -0.1
```
Forces are in eV/Å.

- M (g/mol) = 856.29
- energy relative to the best compared isomer or geometry (same formula, charge and spin) (eV) = 2.687
- SMILES = COC[C@H](C)N.COC[C@H](C)N.COC[C@H](C)N.COC[C@H](C)N.COC[C@H](C)N.COC[C@H](C)N.COC[C@H](C)N.COC[C@H](C)N.COC[C@H](C)N.O.O.O

| no. | HOMO (eV) | frontier orbital gap (Ha) |
| --- | --- | --- |
| 1 | -11.628 | 0.151 |
| 2 | -9.005 | 0.331 |
| 3 | -8.672 | 0.336 |